(1)
Density functional theory data (ωB97M-V with the def2-TZVPD basis set) for a gas-phase ion, C3H9N3O (charge +1) at a distorted geometry.

Geometry as XYZ:
```
16
Properties=species:S:1:pos:R:3:forces:R:3
O -0.172649 -0.821120 -2.018433 0.3415 1.2912 -0.4386
C -0.824864 -0.153068 -1.232395 -0.6568 -2.8249 1.1488
N -1.915229 -0.747586 -0.654849 -0.0067 0.4922 0.4981
C -0.385290 1.130235 -0.595356 -0.8977 1.6470 -1.0084
N 0.041404 0.997723 0.802596 1.7174 0.0324 -2.6192
C 1.174875 0.125036 1.046650 0.4358 -1.2600 2.4607
N 1.429729 -1.136409 0.461686 -2.6086 0.2088 -0.5499
H -2.088865 -1.705294 -0.898698 0.0297 -0.2153 -0.4360
H -2.216924 -0.536551 0.284323 -0.1811 0.5847 -0.1661
H -1.187311 1.886945 -0.562964 -0.1421 -0.5099 -0.0925
H 0.330046 1.625754 -1.293998 0.2565 -0.5302 0.7648
H 0.315847 1.962077 0.999511 -0.0649 -0.2088 0.9543
H 1.196942 -0.004248 2.148569 0.1627 -0.0280 -0.2626
H 2.144959 0.634844 0.902062 0.1073 0.9084 -0.2298
H 1.231297 -1.960283 1.030205 0.7452 0.2156 0.3817
H 0.926034 -1.298053 -0.418909 0.7616 0.1968 -0.4052
```
Positions in Å, forces in eV/Å.

Output
E_HOMO (spin up / spin down)	-0.5318 / -0.5313	hartree
largest force on an atom	0.061	hartree/bohr
spin multiplicity	2
electronic energy	-358.874223	hartree
lowest unoccupied orbital energy (spin up / spin down)	-3.37 / -8.65	eV
expectation value of S²	0.757
total charge	+1
relative energy (zero: lowest compared OMol25 entry of this formula, charge and spin)	23.7	kcal per mole

---

(2)
Density functional theory data (ωB97M-V with the def2-TZVPD basis set) for 2 unconnected molecules or ions with the total composition C5H14 at a distorted geometry.

Geometry as XYZ:
```
19
Properties=species:S:1:pos:R:3:forces:R:3
C -1.037479 0.797160 2.544616 -0.6045 0.5054 -0.0776
C -0.559090 1.495611 1.266104 0.3355 0.1119 0.6742
H -1.746030 1.464012 3.048115 0.1027 -0.0859 0.0922
H -1.620200 -0.086130 2.274931 0.2327 -0.1555 0.2287
H -0.266169 0.572197 3.283674 0.0711 -0.2334 -0.3332
H -0.148735 0.796171 0.546932 -0.2560 -0.0463 -0.1543
H 0.245058 2.204475 1.473256 -0.0579 0.0817 0.0822
H -1.391366 2.070596 0.862054 0.0915 -0.1666 -0.3883
C 1.045101 -1.178630 -1.073762 -0.9733 -0.1469 -1.0144
C -0.299288 -1.642496 -1.605207 -2.3009 -1.1838 0.9898
C 1.332089 0.279490 -1.453981 -0.4809 -0.6030 -0.2452
H 0.935264 -1.341153 0.000657 0.5380 0.2771 0.0200
H 1.782538 -1.865199 -1.480465 0.4500 0.0699 0.2992
H -1.132200 -1.016631 -1.266206 0.2960 0.6880 -0.1110
H 0.393344 0.812434 -1.613699 -0.0587 0.1111 0.5211
H 1.900249 0.728710 -0.649545 0.3596 0.5094 -0.3297
H -0.636198 -2.553448 -1.074055 0.6164 -0.1232 -0.1863
H -0.571216 -1.884210 -2.634764 1.0081 0.4186 -0.3391
H 1.774329 0.347043 -2.448655 0.6306 -0.0285 0.2717
```
Positions in Å, forces in eV/Å.

Output
E_HOMO	-0.4182	hartree
largest force on an atom	0.054	hartree/bohr
electronic energy	-198.868325	hartree
lowest unoccupied orbital energy	1.13	eV
SMILES	CCC.CC
total charge	0
relative energy (zero: lowest compared OMol25 entry of this formula, charge and spin)	13.1	kcal per mole

---

Please write out number 2 again, unchanged.
Density functional theory data (ωB97M-V with the def2-TZVPD basis set) for 2 unconnected molecules or ions with the total composition C5H14 at a distorted geometry.

Geometry as XYZ:
```
19
Properties=species:S:1:pos:R:3:forces:R:3
C -1.037479 0.797160 2.544616 -0.6045 0.5054 -0.0776
C -0.559090 1.495611 1.266104 0.3355 0.1119 0.6742
H -1.746030 1.464012 3.048115 0.1027 -0.0859 0.0922
H -1.620200 -0.086130 2.274931 0.2327 -0.1555 0.2287
H -0.266169 0.572197 3.283674 0.0711 -0.2334 -0.3332
H -0.148735 0.796171 0.546932 -0.2560 -0.0463 -0.1543
H 0.245058 2.204475 1.473256 -0.0579 0.0817 0.0822
H -1.391366 2.070596 0.862054 0.0915 -0.1666 -0.3883
C 1.045101 -1.178630 -1.073762 -0.9733 -0.1469 -1.0144
C -0.299288 -1.642496 -1.605207 -2.3009 -1.1838 0.9898
C 1.332089 0.279490 -1.453981 -0.4809 -0.6030 -0.2452
H 0.935264 -1.341153 0.000657 0.5380 0.2771 0.0200
H 1.782538 -1.865199 -1.480465 0.4500 0.0699 0.2992
H -1.132200 -1.016631 -1.266206 0.2960 0.6880 -0.1110
H 0.393344 0.812434 -1.613699 -0.0587 0.1111 0.5211
H 1.900249 0.728710 -0.649545 0.3596 0.5094 -0.3297
H -0.636198 -2.553448 -1.074055 0.6164 -0.1232 -0.1863
H -0.571216 -1.884210 -2.634764 1.0081 0.4186 -0.3391
H 1.774329 0.347043 -2.448655 0.6306 -0.0285 0.2717
```
Positions in Å, forces in eV/Å.

Output
E_HOMO	-0.4182	hartree
largest force on an atom	0.054	hartree/bohr
electronic energy	-198.868325	hartree
lowest unoccupied orbital energy	1.13	eV
SMILES	CCC.CC
total charge	0
relative energy (zero: lowest compared OMol25 entry of this formula, charge and spin)	13.1	kcal per mole

---

- What is the total charge in the first record?
  +1

---

- What is the formula in the second record?
  C5H14

---

- Which value of total charge does entry 2 give?
  0